Density functional theory data (ωB97M-V/def2-TZVPD) for a structure of composition C22H12N2O4PdS2.

Positions of all 43 atoms, in Å:
H (-4.376, -5.700, -1.031)
H (3.899, -3.909, 2.120)
N (1.460, -1.264, 0.768)
C (7.171, -1.173, 3.097)
C (3.578, -1.834, 1.712)
H (-2.690, -1.192, -0.943)
O (-1.828, 3.170, -1.176)
C (-6.319, -3.250, -2.158)
C (-4.071, -3.562, -1.194)
C (0.309, 2.645, -0.228)
C (-0.199, -2.886, 0.305)
C (-2.151, -2.071, -0.605)
C (6.667, 0.033, 2.725)
H (-6.754, -5.362, -2.053)
O (0.989, 1.590, 0.193)
C (1.105, -2.571, 0.797)
C (0.228, -5.220, 0.791)
C (2.642, -0.902, 1.204)
C (-4.765, -4.734, -1.321)
H (2.852, 0.159, 1.149)
H (2.110, -5.704, 1.627)
H (-2.338, -5.430, -0.233)
C (-1.950, -4.420, -0.209)
H (8.137, -1.394, 3.523)
C (4.884, -1.355, 2.183)
H (-0.119, -6.246, 0.786)
C (1.461, -4.921, 1.257)
C (-2.714, -3.368, -0.663)
Pd (0.015, -0.078, 0.017)
C (5.352, -0.072, 2.200)
S (6.063, -2.440, 2.815)
H (7.207, 0.963, 2.820)
H (-7.214, -2.827, -2.583)
H (4.787, 0.781, 1.852)
S (-5.013, -2.238, -1.759)
N (-0.946, -1.848, -0.140)
C (-6.057, -4.556, -1.875)
C (3.212, -3.162, 1.739)
C (-1.094, 2.316, -0.760)
C (-0.655, -4.195, 0.292)
O (0.731, 3.768, -0.206)
O (-1.402, 1.030, -0.713)
C (1.946, -3.563, 1.274)

HOMO   -0.31005 Eh
Orbital gap   0.25669 hartree
Charge   0
DFT total energy   -2180.37224 a.u.

Density functional theory data (ωB97M-V/def2-TZVPD) for a structure of composition C22H12N7PtS2 in a non-equilibrium geometry.

Positions of all 44 atoms, in Å:
N (-1.288, -1.374, 0.946)
N (1.043, 1.473, -0.850)
N (4.068, 1.369, 4.923)
H (-5.292, 1.964, 2.109)
H (-1.156, -4.728, 1.172)
C (3.290, -0.328, 3.154)
C (-2.706, 3.368, 0.407)
C (-2.745, 1.145, 0.954)
C (4.005, -1.550, 3.105)
C (2.653, 3.187, -2.356)
H (-2.494, 5.431, -0.133)
C (-2.534, -1.152, 1.449)
H (0.098, -2.798, 0.379)
H (2.513, 0.059, -1.141)
C (2.242, -0.060, 2.278)
N (-1.607, 1.361, 0.243)
S (1.890, -1.149, 0.967)
H (3.997, 1.491, -2.459)
C (-2.803, -3.520, 1.901)
S (1.235, 1.320, 2.414)
C (-3.117, 4.689, 0.350)
N (-0.551, 3.289, -0.695)
Pt (-0.043, 0.128, 0.301)
C (0.619, 2.739, -1.110)
C (-4.701, 2.729, 1.621)
C (-0.863, -2.650, 0.840)
C (-5.117, 4.049, 1.556)
H (-4.677, 6.044, 0.912)
H (-3.371, -4.352, 2.297)
C (1.445, 3.600, -1.870)
C (3.692, 0.608, 4.140)
C (-1.506, 2.682, -0.071)
C (3.054, 1.876, -2.099)
C (2.222, 1.074, -1.358)
C (-3.486, 2.403, 1.045)
H (-4.231, -1.994, 2.408)
C (-4.330, 5.019, 0.932)
C (-1.568, -3.737, 1.288)
H (1.063, 4.597, -2.038)
C (-3.273, -2.240, 1.973)
H (-6.062, 4.340, 1.997)
N (4.587, -2.549, 3.086)
N (-3.170, 0.045, 1.485)
H (3.288, 3.854, -2.926)

HOMO   -0.13590 Eh
Orbital gap   0.18218 hartree
ΔE to the lowest compared entry with this formula, charge and spin   0.000 eV
Charge   -1
DFT total energy   -2144.70154 a.u.

Density functional theory data (ωB97M-V/def2-TZVPD) for the molecule C22H13N5O3 in a non-equilibrium geometry.

Positions of all 43 atoms, in Å:
C (-1.389, -0.854, -3.515)
C (0.226, 0.786, 0.181)
O (-3.747, 0.056, -1.070)
H (-4.661, 0.149, -3.427)
C (-2.261, -0.195, -5.705)
N (1.996, -0.924, 0.818)
C (-1.213, -0.664, -4.878)
C (3.439, -2.604, 1.878)
N (-0.238, 0.384, -1.057)
H (1.077, -1.142, -1.091)
H (-2.702, 4.203, 1.569)
C (-1.228, 3.583, 2.951)
C (-1.433, 2.675, 0.698)
C (4.361, -2.236, 4.088)
H (0.338, 2.693, 4.128)
C (-0.188, 2.717, 3.180)
N (0.236, -0.732, -1.534)
H (-1.549, 4.241, 3.743)
C (3.646, -1.044, 4.172)
C (-0.242, -1.305, -2.695)
C (2.848, -0.591, 3.127)
C (-3.501, 0.096, -5.190)
H (-1.916, 2.562, -0.257)
H (-2.036, -0.055, -6.748)
H (-0.287, -0.890, -5.340)
H (4.789, -3.999, 2.973)
H (3.661, -0.459, 5.079)
C (2.781, -1.363, 1.925)
C (-3.680, -0.100, -3.810)
C (-2.651, -0.581, -2.952)
C (4.227, -3.059, 2.963)
C (1.263, 0.159, 0.987)
C (-0.372, 1.802, 0.973)
C (1.272, 0.914, 2.234)
H (-4.295, 0.494, -5.832)
N (2.103, 0.586, 3.310)
H (3.328, -3.221, 0.986)
C (-1.850, 3.551, 1.720)
O (-2.731, -1.889, -1.069)
N (-3.043, -0.837, -1.597)
H (4.908, -2.563, 4.992)
O (0.451, -2.211, -3.089)
C (0.260, 1.871, 2.186)

HOMO   -0.30534 Eh
Orbital gap   0.26632 hartree
ΔE to the lowest compared entry with this formula, charge and spin   0.000 eV
Charge   0
DFT total energy   -1345.53653 a.u.

Density functional theory data (ωB97M-V/def2-TZVPD) for a structure of composition C22H14Br4Cl2CoNO3 in a non-equilibrium geometry.

Positions of all 47 atoms, in Å:
C (0.141, 2.265, -3.419)
C (-3.074, 3.303, 1.019)
C (0.003, -4.851, 0.143)
C (-2.844, 1.881, -1.288)
H (0.152, -4.492, 2.235)
N (-2.486, 1.329, -0.121)
H (-3.763, 4.937, -0.201)
C (-0.110, -4.272, -1.143)
C (0.491, 3.816, -1.146)
H (-2.290, 1.482, 1.910)
H (-3.134, 3.842, 1.954)
C (-0.168, -2.852, -1.276)
C (0.069, -4.054, 1.246)
H (-0.415, -2.692, -4.676)
H (-0.304, -5.171, -4.428)
H (-3.567, 3.602, -2.304)
C (-3.427, 3.909, -0.177)
C (0.339, 4.444, -2.400)
C (0.419, 2.434, -1.012)
C (-0.087, -2.036, -0.103)
H (-0.111, -6.164, -2.182)
H (0.079, -2.053, 2.020)
Br (-0.077, 4.483, -5.236)
C (0.027, -2.644, 1.116)
Br (-0.086, 1.124, -4.915)
C (0.252, 1.660, -2.186)
C (3.094, -0.006, 1.546)
O (0.202, 0.382, -1.931)
H (3.150, 1.005, 1.918)
C (-2.619, 2.005, 1.026)
H (-2.717, 1.243, -2.150)
Co (0.003, -0.063, -0.069)
C (-3.316, 3.175, -1.343)
C (0.161, 3.675, -3.540)
C (-0.338, -3.133, -3.689)
C (-0.163, -5.086, -2.304)
H (2.978, -0.852, 2.205)
Br (0.351, 6.336, -2.520)
O (0.455, 1.743, 0.092)
Br (0.728, 4.818, 0.447)
O (-1.994, 0.092, -0.125)
H (0.025, -5.932, 0.235)
Cl (0.121, 0.284, 2.180)
H (-0.345, -1.250, -2.714)
Cl (2.568, -0.201, -0.055)
C (-0.296, -2.322, -2.590)
C (-0.271, -4.538, -3.548)

Multiplicity   2
HOMO (spin up / spin down)   -0.16781 / -0.17075 Eh
Orbital gap (spin up / spin down)   0.24114 / 0.24113 hartree
ΔE to the lowest compared entry with this formula, charge and spin   1.438 eV
Charge   -1
DFT total energy   -13726.40644 a.u.

Density functional theory data (ωB97M-V/def2-TZVPD) for a structure of composition C22H14BrErN2O5S5 in a non-equilibrium geometry.

Positions of all 50 atoms, in Å:
C (3.701, -3.645, 0.203)
C (4.617, -2.931, -0.570)
N (-2.140, 1.090, -1.458)
H (-4.324, 1.426, 2.020)
S (-1.773, -1.564, 2.694)
C (6.937, -2.242, 0.836)
H (4.054, -4.432, 0.859)
S (6.342, -3.286, -0.484)
C (-2.628, 3.214, -3.220)
H (2.432, -0.849, -2.130)
C (-4.212, 0.237, -1.399)
C (-1.082, 1.302, 1.743)
O (-1.892, 5.026, -4.569)
Er (-2.873, -1.069, 0.052)
C (-1.165, 1.906, -1.833)
H (-4.646, 2.522, -3.232)
S (-1.930, -3.619, 2.949)
C (-0.725, -1.775, -0.720)
N (-2.368, 1.092, 1.479)
C (-3.345, 1.327, -1.977)
H (1.640, -3.877, 0.765)
S (-2.555, -4.242, 1.099)
O (8.120, -2.270, 1.077)
C (0.472, -2.019, -0.699)
C (2.794, -1.629, -1.473)
H (0.399, 2.202, 3.001)
C (-2.943, 2.417, 3.353)
H (5.853, -0.435, 1.024)
O (-4.097, 4.573, -4.484)
C (4.146, -1.929, -1.417)
O (-4.086, -0.914, -1.893)
H (6.422, -1.128, 2.556)
C (-1.370, 2.969, -2.704)
C (1.868, -2.324, -0.685)
C (-3.291, 1.627, 2.275)
C (-2.899, 4.396, -4.189)
H (4.850, -1.378, -2.029)
C (-0.658, 2.074, 2.812)
H (-0.373, 0.821, 1.078)
O (-4.620, 0.395, -0.211)
H (-0.182, 1.691, -1.425)
S (-4.344, -3.264, 0.751)
C (-3.649, 2.358, -2.846)
H (-1.326, 3.242, 4.491)
C (-1.610, 2.643, 3.637)
C (2.352, -3.342, 0.150)
Br (-4.304, 3.164, 4.438)
C (5.976, -1.360, 1.592)
H (-0.554, 3.615, -3.001)
H (4.991, -1.806, 1.714)

Multiplicity   4
HOMO (spin up / spin down)   -0.07688 / -0.07697 Eh
Orbital gap (spin up / spin down)   0.20961 / 0.20970 hartree
ΔE to the lowest compared entry with this formula, charge and spin   0.790 eV
Charge   -2
DFT total energy   -6912.69228 a.u.

Which formula does entry 5 have? C22H14BrErN2O5S5

Which formula does entry 3 have? C22H13N5O3